1.
ORCA calculation (the ωB97M-V functional and the def2-TZVPD basis) on a cluster of 2 separate species, C2H7NOS in total in a non-equilibrium geometry.

Positions of all 12 atoms, in Å:
C (-2.225, -0.088, -0.415)
S (-3.993, 0.026, -0.872)
H (-1.631, -0.558, -1.104)
H (-2.231, -0.697, 0.493)
H (-1.982, 0.910, 0.026)
H (-4.434, -1.150, -0.610)
C (2.439, -0.270, 0.671)
N (3.128, 0.836, 0.040)
O (2.933, -1.314, 0.976)
H (1.499, 0.149, 1.152)
H (2.565, 1.746, 0.211)
H (3.932, 0.411, -0.569)

Values from the calculation:
charge	+1
<S²>	0.753
relative energy (zero: lowest compared OMol25 entry of this formula, charge and spin)	193.7	kJ/mol
orbital gap (alpha / beta)	8.25 / 2.83	eV
F_max	4.771	eV/Å
multiplicity	2


2.
ORCA calculation (the ωB97M-V functional and the def2-TZVPD basis) on a structure of composition C5H7N in a non-equilibrium geometry.

Positions of all 13 atoms, in Å:
C (-0.135, 0.904, 0.863)
C (-1.214, -0.104, 0.505)
C (0.582, 0.814, -0.459)
C (0.469, -0.546, -0.974)
N (1.727, -0.633, -0.321)
C (-0.762, -1.060, -0.325)
H (-0.480, 1.893, 1.194)
H (0.525, 0.536, 1.668)
H (-2.227, 0.015, 0.847)
H (0.477, 1.711, -1.102)
H (0.591, -0.654, -2.051)
H (1.596, -0.804, 0.679)
H (-1.193, -2.025, -0.551)

Values from the calculation:
relative energy (zero: lowest compared OMol25 entry of this formula, charge and spin)	367.6	kJ/mol
orbital gap	9.67	eV
F_max	2.606	eV/Å
multiplicity	1


3.
ORCA calculation (the ωB97M-V functional and the def2-TZVPD basis) on a cluster of 2 separate species, C4H12N2S in total in a non-equilibrium geometry.

Positions of all 19 atoms, in Å:
C (0.581, 0.903, -1.113)
C (1.314, 0.829, 1.307)
C (1.025, -1.250, 0.055)
C (0.499, 0.106, 0.136)
N (-1.524, -1.675, 0.745)
N (-2.344, 0.494, -1.332)
S (-1.238, -0.175, 0.854)
H (1.675, 0.817, -1.359)
H (-0.168, 0.629, -1.806)
H (0.511, 1.945, -0.857)
H (1.282, 0.218, 2.233)
H (0.780, 1.728, 1.641)
H (2.276, 1.128, 1.031)
H (0.914, -1.770, -0.941)
H (2.070, -1.111, 0.266)
H (0.620, -1.883, 0.822)
H (-2.375, -2.118, 1.018)
H (-2.986, -0.238, -1.555)
H (-2.910, 1.424, -1.144)

Values from the calculation:
relative energy (zero: lowest compared OMol25 entry of this formula, charge and spin)	407.9	kJ/mol
orbital gap (alpha / beta)	7.31 / 9.00	eV
F_max	3.675	eV/Å
multiplicity	1


4.
ORCA calculation (the ωB97M-V functional and the def2-TZVPD basis) on a structure of composition C3H6S in a non-equilibrium geometry.

Positions of all 10 atoms, in Å:
C (1.167, -0.673, -0.178)
C (-0.185, -0.156, 0.346)
C (-1.051, 0.909, -0.180)
H (1.128, -0.015, -1.381)
H (2.048, -0.183, 0.354)
H (1.030, -1.911, -0.232)
H (0.091, -0.176, 1.514)
H (-1.003, 1.413, -1.144)
H (-1.211, 1.546, 0.973)
S (-2.013, -0.753, -0.073)

Values from the calculation:
relative energy (zero: lowest compared OMol25 entry of this formula, charge and spin)	310.2	kJ/mol
orbital gap	9.66	eV
F_max	5.398	eV/Å
multiplicity	1


5.
ORCA calculation (the ωB97M-V functional and the def2-TZVPD basis) on a cluster of 4 separate species, C34H41N3O12 in total in a non-equilibrium geometry.

Positions of all 90 atoms, in Å:
C (3.285, -4.742, 0.282)
C (2.176, -5.753, 0.547)
O (1.025, -5.650, -0.278)
C (0.638, -4.329, -0.579)
C (-0.814, -4.385, -1.008)
O (-1.463, -3.095, -0.971)
C (-0.701, -2.059, -1.360)
C (-0.260, -1.022, -0.640)
C (-0.495, -0.750, 0.803)
C (-0.067, 0.681, 1.247)
C (1.326, 0.658, 1.905)
C (2.267, 1.785, 1.452)
C (3.714, 1.306, 1.223)
C (4.276, 1.627, -0.175)
C (5.190, 0.511, -0.715)
O (4.899, 0.081, -2.024)
C (4.914, 1.117, -2.979)
C (0.550, -0.224, -1.625)
O (1.480, 0.515, -1.418)
O (0.084, -0.565, -2.899)
C (-0.183, -1.937, -2.770)
O (0.045, -2.782, -3.606)
H (4.238, -5.202, 0.525)
H (3.348, -4.429, -0.754)
H (3.208, -3.857, 0.906)
H (1.886, -5.726, 1.598)
H (2.581, -6.742, 0.360)
H (0.738, -3.665, 0.280)
H (1.236, -3.981, -1.419)
H (-0.898, -4.800, -2.008)
H (-1.374, -5.028, -0.341)
H (-1.547, -0.878, 1.036)
H (0.043, -1.473, 1.415)
H (-0.041, 1.303, 0.364)
H (-0.839, 1.043, 1.908)
H (1.200, 0.702, 2.981)
H (1.781, -0.306, 1.686)
H (1.859, 2.323, 0.604)
H (2.294, 2.499, 2.273)
H (4.368, 1.772, 1.955)
H (3.766, 0.241, 1.433)
H (3.484, 1.886, -0.866)
H (4.887, 2.521, -0.059)
H (6.237, 0.814, -0.618)
H (5.083, -0.367, -0.087)
H (5.415, 0.792, -3.887)
H (5.407, 2.018, -2.620)
H (3.889, 1.368, -3.254)
O (-7.144, -1.676, -5.451)
N (-6.186, -1.113, -4.966)
O (-6.253, -0.190, -4.183)
C (-4.848, -1.581, -5.357)
C (-4.737, -2.610, -6.274)
C (-3.474, -3.035, -6.654)
C (-2.345, -2.434, -6.113)
C (-2.478, -1.408, -5.187)
C (-3.736, -0.975, -4.803)
H (-5.618, -3.074, -6.691)
H (-3.371, -3.835, -7.373)
H (-1.360, -2.764, -6.412)
H (-1.598, -0.941, -4.769)
H (-3.843, -0.176, -4.085)
O (-2.353, 4.280, 2.311)
N (-1.451, 4.196, 1.503)
O (-0.543, 3.395, 1.566)
C (-1.458, 5.124, 0.364)
C (-2.460, 6.072, 0.273)
C (-2.449, 6.955, -0.794)
C (-1.446, 6.878, -1.751)
C (-0.453, 5.914, -1.648)
C (-0.454, 5.028, -0.583)
H (-3.237, 6.126, 1.020)
H (-3.222, 7.706, -0.877)
H (-1.438, 7.573, -2.580)
H (0.326, 5.853, -2.395)
H (0.318, 4.277, -0.496)
O (1.755, -0.667, 6.541)
N (1.017, 0.171, 6.067)
O (1.351, 1.009, 5.257)
C (-0.388, 0.174, 6.499)
C (-0.804, -0.743, 7.446)
C (-2.125, -0.721, 7.861)
C (-3.009, 0.207, 7.324)
C (-2.574, 1.114, 6.367)
C (-1.254, 1.102, 5.948)
H (-0.113, -1.462, 7.859)
H (-2.466, -1.428, 8.604)
H (-4.039, 0.223, 7.654)
H (-3.263, 1.834, 5.947)
H (-0.910, 1.807, 5.205)

Values from the calculation:
orbital gap	8.61	eV
F_max	2.229	eV/Å
SMILES	CCOCCOC1=C(CCCCCCCOC)C(=O)OC1=O.O=[N+]([O-])c1ccccc1.O=[N+]([O-])c1ccccc1.O=[N+]([O-])c1ccccc1
multiplicity	1


6.
ORCA calculation (the ωB97M-V functional and the def2-TZVPD basis) on a structure of composition C3H12AgBrO3 in a non-equilibrium geometry.

Positions of all 20 atoms, in Å:
Ag (-2.427, -2.621, -3.397)
Br (-1.843, -0.967, -1.187)
C (3.269, 0.973, 0.343)
C (1.932, 0.319, 0.184)
C (1.094, 0.344, 1.416)
O (1.298, 0.663, -1.011)
H (3.719, 0.811, 1.322)
H (3.269, 2.063, 0.372)
H (3.870, 0.730, -0.533)
H (2.312, -0.699, 0.100)
H (0.173, -0.237, 1.354)
H (0.750, 1.371, 1.545)
H (1.577, 0.063, 2.352)
H (0.487, 0.174, -1.167)
O (-4.029, 1.720, -2.134)
H (-4.661, 1.643, -1.419)
H (-3.347, 1.084, -1.921)
O (-2.479, -2.868, 1.272)
H (-2.959, -2.267, 1.842)
H (-2.006, -2.298, 0.666)

Values from the calculation:
charge	+1
<S²>	0.755
orbital gap (alpha / beta)	8.13 / 3.88	eV
F_max	2.619	eV/Å
multiplicity	2


7.
ORCA calculation (the ωB97M-V functional and the def2-TZVPD basis) on an isolated molecule of C5H13NO in a non-equilibrium geometry.

Positions of all 20 atoms, in Å:
C (-2.643, 0.498, 0.214)
N (-1.233, 0.566, 0.555)
C (-0.305, 0.376, -0.540)
C (-0.177, 1.618, -1.504)
C (1.062, 0.052, 0.049)
C (1.097, -1.370, 0.634)
O (2.382, -1.957, 0.645)
H (-2.925, -0.500, -0.130)
H (-2.925, 1.163, -0.616)
H (-3.250, 0.732, 1.088)
H (-1.085, 1.372, 1.142)
H (-0.662, -0.432, -1.152)
H (0.751, 2.116, -1.255)
H (-0.257, 1.279, -2.535)
H (-0.986, 2.341, -1.355)
H (1.414, 0.729, 0.815)
H (1.786, 0.081, -0.771)
H (0.454, -2.039, 0.065)
H (0.627, -1.325, 1.623)
H (2.905, -1.645, 1.385)

Values from the calculation:
relative energy (zero: lowest compared OMol25 entry of this formula, charge and spin)	124.0	kJ/mol
orbital gap	9.53	eV
F_max	2.295	eV/Å
SMILES	CN[C@@H](C)CCO
multiplicity	1


8.
ORCA calculation (the ωB97M-V functional and the def2-TZVPD basis) on an isolated molecule of C5H5NO2 in a non-equilibrium geometry.

Positions of all 13 atoms, in Å:
C (2.606, 1.363, 0.767)
C (1.353, 0.888, 0.620)
O (0.893, 0.434, -0.612)
C (-0.232, -0.308, -0.596)
N (-0.777, -0.796, 0.544)
C (-1.903, -1.358, 0.109)
C (-2.066, -1.006, -1.240)
O (-0.916, -0.391, -1.687)
H (3.216, 1.508, -0.068)
H (2.706, 1.684, 1.775)
H (0.645, 0.772, 1.482)
H (-2.648, -1.778, 0.864)
H (-2.878, -1.012, -1.958)

Values from the calculation:
relative energy (zero: lowest compared OMol25 entry of this formula, charge and spin)	246.3	kJ/mol
orbital gap	9.51	eV
F_max	4.615	eV/Å
SMILES	C=COc1ncco1
multiplicity	1